[1]
A structure of composition C28H41BBrF4N6O8P2Tl. Source: OMol25; level of theory: wB97M-V/def2-TZVPD.

The calculation puts the total energy at -159894.9831 eV. The lowest unoccupied orbital energy comes out at -0.0092 Ha. The value obtained for the HOMO energy is -0.31811 hartree. Its energy above the lowest of the compared OMol25 structures with the same formula, charge and spin is 0.207 eV.

Geometry as ORCA input:
```
! RIJCOSX wB97M-V def2-TZVPD def2/J DEFGRID3
* xyz 0 1
Tl 1.0336 0.8810 -0.1782
C -0.7163 -1.4492 3.6511
N -1.9309 -0.9518 2.9863
C -2.6282 0.0903 3.7455
P -1.9714 -0.7626 1.3473
O -1.3211 0.3811 0.6704
O -1.3451 -2.1966 0.9147
P -0.0988 -2.4673 -0.0703
O 0.6023 -1.2528 -0.5310
N -0.8383 -3.2502 -1.3159
C -1.6752 -4.4111 -1.0457
C -0.2704 -3.2120 -2.6637
N 0.8847 -3.3779 0.9006
C 2.2143 -3.6316 0.3313
C 0.3659 -4.4650 1.7178
N -3.5390 -0.8612 0.8650
C -4.2455 0.3003 0.3424
C -4.3734 -1.9708 1.2944
H -0.1388 -0.6312 4.0794
H -0.0835 -1.9716 2.9371
H -1.0087 -2.1429 4.4440
H -1.9702 0.9318 3.9777
H -2.9894 -0.3373 4.6825
H -3.4851 0.4565 3.1772
H -1.1668 -5.3417 -1.3165
H -2.5933 -4.3396 -1.6340
H -1.9467 -4.4516 0.0080
H 0.3115 -2.3088 -2.8047
H -1.0874 -3.2222 -3.3882
H 0.3732 -4.0766 -2.8556
H 2.4768 -2.8311 -0.3614
H 2.2443 -4.5873 -0.2038
H 2.9510 -3.6608 1.1363
H -0.6429 -4.2349 2.0552
H 1.0021 -4.5761 2.5981
H 0.3575 -5.4181 1.1773
H -3.5336 1.0969 0.1393
H -4.9919 0.6659 1.0557
H -4.7531 0.0397 -0.5896
H -3.7508 -2.7535 1.7233
H -4.9129 -2.3794 0.4360
H -5.1027 -1.6567 2.0481
O 1.7605 4.8697 -1.0281
C 1.4608 3.6926 -0.9818
O 1.9643 2.8055 -0.1993
C 0.3746 3.1995 -1.9487
C -0.0036 4.0452 -3.0026
C -0.9482 3.6133 -3.8834
C -1.5491 2.3501 -3.7011
C -2.5458 1.8563 -4.5718
C -3.0890 0.6197 -4.3743
C -2.6507 -0.1767 -3.2993
C -1.6864 0.2702 -2.4415
C -1.1186 1.5486 -2.6140
N -0.1562 2.0089 -1.7602
H 0.4803 5.0075 -3.0704
H -1.2457 4.2223 -4.7285
H -2.8639 2.4780 -5.3997
H -3.8417 0.2381 -5.0517
H -3.0936 -1.1544 -3.1516
H -1.3404 -0.3504 -1.6336
Br -2.7297 4.8369 0.1670
C -1.3070 4.5925 1.4091
C -0.8095 5.6799 2.1001
C 0.2059 5.4614 3.0205
C 0.6990 4.1862 3.2388
C 0.2028 3.1042 2.5186
C -0.8220 3.3123 1.6028
C 0.7411 1.7312 2.8605
O 0.8920 1.4818 4.0514
O 1.0861 0.8840 1.9346
H -1.2067 6.6705 1.9299
H 0.6030 6.3015 3.5753
H 1.4782 4.0143 3.9685
H -1.2741 2.4842 1.0827
F 1.2821 -0.8013 -4.1521
B 2.3747 -0.6096 -3.3049
F 1.9704 0.3969 -2.3189
F 2.6793 -1.7938 -2.6157
F 3.4780 -0.1189 -3.9781
C 6.4047 0.0109 1.3083
N 5.2653 -0.2167 0.4336
C 5.4695 -0.7181 -0.9248
C 4.0415 0.1293 0.8010
O 3.0650 -0.0159 0.0598
H 7.2047 -0.6738 1.0403
H 6.1247 -0.1746 2.3444
H 6.7811 1.0323 1.2212
H 6.4732 -1.1234 -1.0159
H 5.3263 0.0745 -1.6609
H 4.7378 -1.4912 -1.1505
H 3.9488 0.5464 1.8114
*
```


[2]
A structure of composition C28H41BrClGeN5OPtS2 in a non-equilibrium geometry. Source: OMol25; level of theory: wB97M-V/def2-TZVPD.

The calculation puts the total energy at -203197.2265 eV. The lowest unoccupied orbital energy (alpha / beta) comes out at -0.1151 / -0.1100 Ha. The value obtained for the HOMO energy (alpha / beta) is -0.31132 / -0.31286 hartree. Its energy above the lowest of the compared OMol25 structures with the same formula, charge and spin is 2.285 eV.

Geometry as ORCA input:
```
! RIJCOSX wB97M-V def2-TZVPD def2/J DEFGRID3
* xyz 0 1
Pt 2.6623 -1.2094 0.2216
S 4.5172 -1.0242 1.5537
C 4.3144 -2.6928 1.9814
S 2.8110 -3.3299 1.4299
C 5.2449 -3.3800 2.7229
C 6.4045 -2.7293 3.1867
N 7.3334 -2.1727 3.5682
C 5.0822 -4.7250 3.0990
N 4.9743 -5.8193 3.4291
C 1.8784 4.5179 1.2960
C 0.7100 4.3736 0.3323
C 0.9653 3.4233 -0.8340
C 1.0573 1.9444 -0.4585
Ge 2.8529 1.2321 0.1172
C 4.3944 1.7281 -1.0662
C 4.9046 3.1297 -0.7521
C 6.2177 3.4644 -1.4623
C 6.0855 3.4783 -2.9800
H 1.6528 5.2607 2.0587
H 2.7740 4.8330 0.7637
H 2.0870 3.5759 1.7967
H 0.4865 5.3569 -0.0860
H -0.1755 4.0436 0.8800
H 1.8667 3.7370 -1.3625
H 0.1366 3.5334 -1.5398
H 0.7840 1.3565 -1.3366
H 0.3368 1.7085 0.3260
H 3.1970 1.7364 1.5223
H 4.0637 1.6476 -2.1023
H 5.1956 0.9994 -0.9227
H 5.0594 3.2272 0.3258
H 4.1517 3.8650 -1.0435
H 6.9869 2.7475 -1.1674
H 6.5387 4.4548 -1.1292
H 5.8810 2.4846 -3.3682
H 7.0090 3.8302 -3.4331
H 5.2807 4.1435 -3.2880
Br 3.5912 -1.5894 -2.1768
C -3.0830 -1.2944 1.4961
C -3.6859 -2.6771 1.2419
C -2.9273 -3.7139 2.0870
C -5.1303 -2.6355 1.7708
C -3.6704 -3.1296 -0.2611
O -4.3054 -4.4107 -0.3199
C -4.4555 -2.2501 -1.2714
C -3.8744 -0.9840 -1.9239
C -3.9482 0.2798 -1.1150
C -2.8043 1.0115 -0.8197
C -2.8734 2.1786 -0.0803
C -4.1045 2.6319 0.3628
Cl -4.2009 4.0807 1.3046
C -5.2632 1.9372 0.0536
C -5.1770 0.7712 -0.6838
C -2.2734 -3.5408 -0.8089
N -1.1822 -2.6040 -0.8764
C -0.2303 -2.3174 0.0149
N 0.6748 -1.5294 -0.5469
C 0.2298 -1.3679 -1.8162
N -0.8833 -2.0080 -2.0363
H -2.8926 -1.1844 2.5624
H -3.7717 -0.5135 1.1945
H -2.1482 -1.1363 0.9707
H -3.1569 -3.5587 3.1397
H -1.8509 -3.6230 1.9643
H -3.2256 -4.7247 1.8165
H -5.1140 -2.2779 2.7978
H -5.5888 -3.6224 1.7738
H -5.7528 -1.9501 1.2006
H -5.2456 -4.2907 -0.1488
H -5.4121 -1.9956 -0.8143
H -4.6709 -2.9416 -2.0915
H -4.4770 -0.8243 -2.8230
H -2.8558 -1.1597 -2.2578
H -1.8408 0.6643 -1.1657
H -1.9770 2.7314 0.1520
H -6.2189 2.3096 0.3871
H -6.0842 0.2377 -0.9304
H -2.4411 -3.8722 -1.8362
H -1.9514 -4.4066 -0.2288
H -0.2019 -2.6564 1.0322
H 0.7321 -0.7948 -2.5689
*
```


[3]
A cluster of 8 separate species, C28H41ClNO16 in total in a non-equilibrium geometry. Source: OMol25; level of theory: wB97M-V/def2-TZVPD.

The calculation puts the total energy at -76470.0434 eV. The lowest unoccupied orbital energy comes out at 0.0849 Ha. The value obtained for the HOMO energy is -0.23117 hartree. Its energy above the lowest of the compared OMol25 structures with the same formula, charge and spin is 0.000 eV.

Geometry as ORCA input:
```
! RIJCOSX wB97M-V def2-TZVPD def2/J DEFGRID3
* xyz -1 1
Cl -20.6248 5.3112 15.5699
O -19.3718 5.9591 15.3185
O -20.6131 4.7188 16.9129
O -21.6669 6.3045 15.4784
O -20.9119 4.2594 14.6182
O -24.8382 8.5606 15.4909
C -23.9177 9.2553 15.7949
O -23.5557 10.3441 15.0915
C -22.1917 10.6947 15.3773
C -21.7029 9.7418 16.4395
C -22.9936 9.1443 17.0236
H -22.2037 11.7578 15.6210
H -21.6094 10.5978 14.4593
H -21.1311 10.2541 17.2145
H -21.0890 8.9158 16.0784
H -23.3928 9.7791 17.8151
H -22.8538 8.1123 17.3254
O -18.8555 11.8651 16.8730
C -18.4573 11.1639 15.9871
O -19.0181 11.1744 14.7681
C -18.5439 10.0433 13.9778
C -17.8213 9.1288 14.9754
C -17.3814 10.1115 16.0471
H -17.8277 10.4502 13.2633
H -19.3991 9.5749 13.5022
H -16.9915 8.6192 14.4898
H -18.5059 8.3739 15.3653
H -16.4375 10.5373 15.6978
H -17.3177 9.6628 17.0331
O -16.4155 3.5179 18.9858
C -17.5881 3.2882 19.0334
O -18.2374 2.7272 18.0140
C -19.6169 2.4507 18.2791
C -19.9233 3.0383 19.6479
C -18.5544 3.4778 20.1887
H -19.6443 1.3529 18.2531
H -20.2270 2.7530 17.4316
H -20.4884 2.4335 20.3521
H -20.5515 3.9091 19.4292
H -18.2664 2.8215 21.0107
H -18.5592 4.5088 20.5351
O -18.5297 6.6156 20.1956
C -19.7207 6.6408 20.1724
O -20.4472 5.8815 21.0265
C -21.8476 6.1694 20.9710
C -21.9517 7.4336 20.1151
C -20.6803 7.4521 19.3092
H -22.2150 6.2813 21.9904
H -22.3736 5.3276 20.5161
H -21.9617 8.3498 20.7088
H -22.9025 7.3511 19.5886
H -20.2220 8.4362 19.2240
H -20.8191 6.9974 18.3294
O -25.1161 5.7376 15.2041
C -24.6310 5.0388 16.0522
O -23.9362 3.9447 15.7800
C -23.5303 3.2558 16.9604
C -24.0730 4.0364 18.1725
C -24.9634 5.1299 17.5246
H -22.4481 3.1477 16.9502
H -23.9869 2.2653 16.9073
H -23.2510 4.5061 18.7092
H -24.6828 3.3892 18.7973
H -24.6858 6.1232 17.8702
H -26.0075 4.9008 17.7151
O -15.2383 0.3841 13.6437
C -16.1642 1.1412 13.7830
O -16.0484 2.2602 14.5054
C -17.1914 3.1244 14.3658
C -18.0864 2.4448 13.3147
C -17.5885 1.0134 13.2568
H -16.8918 4.1389 14.1210
H -17.7350 3.1507 15.3116
H -18.0800 2.9350 12.3396
H -19.1409 2.4910 13.5930
H -17.6390 0.4767 12.3157
H -18.0357 0.3669 14.0199
N -21.5078 1.3280 15.0337
C -20.3031 0.7326 15.2798
C -20.4796 -0.6126 15.4021
C -21.8774 -0.8478 15.2820
C -22.4730 0.3475 14.9718
H -21.6731 2.3194 14.9216
H -19.4614 1.4100 15.2978
H -19.7187 -1.3216 15.6850
H -22.3802 -1.8012 15.2414
H -23.4914 0.5473 14.6841
*
```


[4]
A structure of composition C28H41FeNO2P2Si. Source: OMol25; level of theory: wB97M-V/def2-TZVPD.

The calculation puts the total energy at -96131.5442 eV. The lowest unoccupied orbital energy (alpha / beta) comes out at 0.0225 / 0.0221 Ha. The value obtained for the HOMO energy (alpha / beta) is -0.25073 / -0.25942 hartree. Its energy above the lowest of the compared OMol25 structures with the same formula, charge and spin is 0.000 eV.

Geometry as ORCA input:
```
! RIJCOSX wB97M-V def2-TZVPD def2/J DEFGRID3
* xyz 0 5
Fe -0.0821 -0.6477 0.0850
C -2.2597 -4.2165 1.3731
Si -1.9206 -3.2462 -0.1919
C -0.2607 -3.7824 -0.8454
C -3.1523 -3.7555 -1.5095
N -1.8633 -1.5305 0.0714
C -3.0522 -0.8520 0.3280
C -4.2497 -1.4880 0.6995
C -5.4343 -0.8016 0.9269
C -5.4842 0.5710 0.7877
C -4.3256 1.2447 0.4141
C -3.1543 0.5437 0.2021
O -1.9826 1.1717 -0.2324
C -2.1188 2.4925 -0.6203
C -2.4858 2.7743 -1.9242
C -2.6004 4.0964 -2.3287
C -2.3503 5.1258 -1.4296
C -2.0063 4.8278 -0.1172
C -1.9019 3.5052 0.2942
H -2.0045 -5.2713 1.2364
H -3.3067 -4.1673 1.6771
H -1.6569 -3.8263 2.1973
H -0.3602 -4.6766 -1.4672
H 0.4363 -4.0091 -0.0382
H 0.1907 -3.0033 -1.4635
H -3.1915 -4.8471 -1.5733
H -2.8387 -3.3737 -2.4851
H -4.1649 -3.3952 -1.3278
H -4.2422 -2.5580 0.8335
H -6.3216 -1.3526 1.2132
H -6.4005 1.1201 0.9562
H -4.3521 2.3163 0.2781
H -2.6845 1.9541 -2.6024
H -2.8917 4.3227 -3.3464
H -2.4345 6.1565 -1.7479
H -1.8256 5.6255 0.5918
H -1.6750 3.2454 1.3185
C 1.4029 -0.0102 3.3288
P 1.0590 0.8978 1.7876
C 0.8898 2.5837 2.5041
C 2.6593 1.1838 0.9199
C 3.8036 1.5291 1.6312
C 5.0003 1.7949 0.9843
C 5.0591 1.7366 -0.3996
C 3.9212 1.4070 -1.1213
C 2.7187 1.1218 -0.4806
P 1.2165 0.7111 -1.4675
C 1.8464 -0.2142 -2.9070
C 0.9229 2.3457 -2.2327
H 2.2910 0.3496 3.8503
H 1.4909 -1.0693 3.1135
H 0.5359 0.1446 3.9748
H 1.7770 2.8218 3.0920
H 0.0138 2.6445 3.1515
H 0.7832 3.3210 1.7094
H 3.7735 1.5687 2.7143
H 5.8849 2.0378 1.5592
H 5.9858 1.9478 -0.9177
H 3.9854 1.3638 -2.2020
H 2.5305 0.3779 -3.5151
H 0.9935 -0.5040 -3.5226
H 2.3411 -1.1191 -2.5655
H 1.8368 2.6790 -2.7267
H 0.6342 3.0729 -1.4753
H 0.1200 2.2798 -2.9678
C 3.7157 -2.1332 1.4296
C 2.5403 -2.5029 0.5259
C 3.1182 -2.8495 -0.8428
O 1.5795 -1.4744 0.4800
H 4.3921 -2.9850 1.5319
H 3.3880 -1.8418 2.4240
H 4.2738 -1.2999 0.9971
H 2.0786 -3.4121 0.9405
H 3.6288 -1.9724 -1.2488
H 2.3571 -3.1800 -1.5454
H 3.8598 -3.6457 -0.7446
*
```


[5]
A structure of composition C28H41N4O3PRhS2 in a non-equilibrium geometry. Source: OMol25; level of theory: wB97M-V/def2-TZVPD.

The calculation puts the total energy at -75767.5581 eV. The lowest unoccupied orbital energy (alpha / beta) comes out at -0.0751 / -0.1691 Ha. The value obtained for the HOMO energy (alpha / beta) is -0.36054 / -0.40086 hartree. Its energy above the lowest of the compared OMol25 structures with the same formula, charge and spin is 0.807 eV.

Geometry as ORCA input:
```
! RIJCOSX wB97M-V def2-TZVPD def2/J DEFGRID3
* xyz 1 5
Rh 0.3958 -0.0915 -0.6865
C -2.7487 -0.5758 -1.2224
C -2.2266 -1.5315 -2.2996
C -1.1350 -2.4555 -1.8243
C -1.4052 -3.7782 -1.5061
C -0.3655 -4.6283 -1.1651
C 0.9306 -4.1361 -1.1883
C 1.1259 -2.8055 -1.4944
N 0.1152 -1.9637 -1.7684
N -1.8306 0.5389 -0.9288
C -2.1750 1.1146 0.3834
C -1.1118 2.0483 0.8981
C -1.3837 2.9755 1.8907
C -0.3412 3.7299 2.4011
C 0.9334 3.5463 1.8841
C 1.1137 2.6235 0.8717
N 0.1114 1.8819 0.3926
C -1.8758 1.5733 -1.9861
C -0.6671 1.6673 -2.8997
C -0.7118 2.4931 -4.0169
C 0.4138 2.6122 -4.8125
C 1.5580 1.8986 -4.4817
C 1.5208 1.0889 -3.3638
N 0.4330 0.9820 -2.5997
H -2.9123 -1.1430 -0.3055
H -3.7187 -0.1739 -1.5392
H -1.8621 -0.9587 -3.1555
H -3.0678 -2.1376 -2.6341
H -2.4223 -4.1456 -1.5490
H -0.5592 -5.6612 -0.9093
H 1.7744 -4.7739 -0.9660
H 2.1183 -2.3729 -1.5263
H -2.2522 0.2966 1.1046
H -3.1469 1.6229 0.3576
H -2.3927 3.0888 2.2652
H -0.5229 4.4505 3.1870
H 1.7749 4.1122 2.2577
H 2.0842 2.4434 0.4278
H -1.9878 2.5530 -1.5156
H -2.7612 1.4249 -2.6113
H -1.6183 3.0333 -4.2596
H 0.4011 3.2564 -5.6813
H 2.4541 1.9664 -5.0813
H 2.3784 0.5051 -3.0520
C 3.5128 1.2624 5.9648
C 2.1236 1.5697 6.4979
C 1.9047 1.0155 7.8941
O 1.1171 1.1128 5.5477
P 0.4583 -0.3119 5.4006
S -0.9709 -0.7375 6.7265
S -0.4782 -0.3136 3.6522
O 1.7251 -1.2768 5.4777
C 1.7127 -2.7207 5.6450
C 1.6556 -3.1022 7.1153
C 2.9950 -3.2258 5.0081
H 4.2514 1.8335 6.5277
H 3.5861 1.5373 4.9122
H 3.7366 0.2013 6.0679
H 1.9674 2.6487 6.5018
H 2.0216 -0.0692 7.8916
H 0.9110 1.2659 8.2638
H 2.6476 1.4389 8.5695
H 0.8427 -3.1241 5.1178
H 2.5161 -2.6906 7.6459
H 1.6819 -4.1887 7.1992
H 0.7448 -2.7407 7.5843
H 3.8543 -2.7727 5.5042
H 3.0338 -2.9805 3.9481
H 3.0574 -4.3082 5.1171
C 1.7798 -1.8182 1.6544
C 2.4343 -0.4538 1.4167
C 3.9153 -0.4746 1.7961
O 2.2718 -0.0007 0.1072
H 1.7262 -2.0330 2.7191
H 2.3367 -2.6119 1.1522
H 0.7512 -1.7953 1.2718
H 1.9385 0.2587 2.1067
H 4.4653 -1.1221 1.1098
H 4.0403 -0.8398 2.8176
H 4.3301 0.5310 1.7233
*
```


- What is the formula in the fifth record?
  C28H41N4O3PRhS2


- Which formula does entry 1 have?
  C28H41BBrF4N6O8P2Tl